1.
This record from OMol25 describes C15H15IIrNO6 as an isolated structure in a non-equilibrium geometry. The level of theory is wB97M-V/def2-TZVPD.

XYZ file:
```
39
Properties=species:S:1:pos:R:3:mulliken_charge:R:1
Ir -0.288 0.990 0.141 1.013
O 3.284 -0.660 1.137 -0.657
C 2.085 -0.779 0.993 0.176
O 1.369 -0.463 -0.033 -0.811
C 1.291 -1.423 2.192 -0.096
C -0.082 -1.912 1.729 0.001
C -0.688 -2.834 2.797 -0.990
C -1.009 -1.812 3.918 -0.972
C -0.614 -0.481 3.242 0.000
O -0.899 -0.743 1.859 -0.443
C 0.920 -0.373 3.254 -0.173
C 1.391 1.086 2.881 0.069
O 2.254 1.571 3.585 -0.700
O 0.770 1.646 1.903 -0.674
H 1.938 -2.209 2.574 0.505
H -0.107 -2.279 0.707 0.608
H -1.597 -3.294 2.408 0.298
H 0.000 -3.621 3.100 0.430
H -2.068 -1.818 4.178 0.351
H -0.435 -1.983 4.827 0.383
H -1.153 0.399 3.585 0.569
H 1.366 -0.550 4.228 0.507
C 1.873 1.960 -1.762 -1.115
C 0.398 1.785 -1.621 0.955
O -0.427 1.963 -2.471 -0.503
H 2.120 2.304 -2.765 0.356
H 2.353 1.001 -1.558 0.245
H 2.239 2.663 -1.013 0.281
I -2.054 3.250 0.598 0.111
C -3.044 1.727 -0.512 0.533
C -4.234 1.906 -1.172 -0.566
C -4.774 0.805 -1.827 -0.206
C -4.127 -0.419 -1.709 -0.702
C -2.960 -0.501 -0.981 -0.210
N -2.397 0.568 -0.403 -0.222
H -4.708 2.876 -1.200 0.404
H -5.679 0.904 -2.408 0.410
H -4.542 -1.306 -2.165 0.401
H -2.445 -1.441 -0.833 0.433
```

Maximum force (eV/Å): 3.38
Charge: 0
Frontier orbital gap (spin up / spin down) (eV): 7.1 / 7.0
Lowest unoccupied orbital energy (spin up / spin down) (eV): -1.38 / -1.42
Highest occupied orbital energy (spin up / spin down) (eV): -8.4 / -8.4

---

2.
This record from OMol25 describes one molecule with the formula C15H15N3O2S in a non-equilibrium geometry. The level of theory is wB97M-V/def2-TZVPD.

XYZ file:
```
36
Properties=species:S:1:pos:R:3:mulliken_charge:R:1
C -6.905 0.952 3.118 -1.129
C -5.572 1.114 2.515 0.396
C -4.671 0.103 2.390 -0.378
C -3.483 0.697 1.799 0.581
C -2.210 0.062 1.515 0.308
O -2.019 -1.101 1.849 -0.697
N -1.285 0.765 0.796 -0.119
C -0.021 0.308 0.421 0.198
S 0.743 -1.245 0.838 -0.214
C 2.142 -0.973 -0.192 0.663
C 2.072 0.253 -0.772 0.232
C 0.831 0.969 -0.433 -0.431
C 0.472 2.192 -1.108 -0.075
N 0.152 3.145 -1.699 -0.542
C 3.201 0.790 -1.619 -0.505
C 4.466 -0.085 -1.448 -1.251
C 4.154 -1.563 -1.635 0.405
C 3.525 -1.831 -3.015 -1.642
C 3.149 -2.032 -0.587 -0.833
N -3.758 1.948 1.452 -0.390
O -5.085 2.257 1.906 -0.236
H -7.174 1.840 3.666 0.367
H -7.629 0.786 2.313 0.277
H -6.862 0.086 3.784 0.301
H -4.736 -0.927 2.658 0.421
H -1.592 1.712 0.500 0.394
H 3.513 1.807 -1.314 0.407
H 2.888 0.803 -2.676 0.362
H 5.238 0.297 -2.145 0.414
H 4.850 0.070 -0.453 0.403
H 5.076 -2.166 -1.622 0.367
H 2.545 -1.384 -3.135 0.371
H 3.357 -2.915 -3.176 0.426
H 4.193 -1.499 -3.814 0.355
H 2.666 -2.951 -0.937 0.399
H 3.769 -2.284 0.259 0.395
```

Maximum force (eV/Å): 4.20
Charge: 0
Frontier orbital gap (eV): 8.4
Structure (SMILES): Cc1cc(C(=O)Nc2sc3c(c2C#N)CC[C@H](C)C3)no1
Lowest unoccupied orbital energy (eV): -0.14
Highest occupied orbital energy (eV): -8.5

---

3.
This record from OMol25 describes C15H15NO5ReS2 as an isolated structure in a non-equilibrium geometry. The level of theory is wB97M-V/def2-TZVPD.

XYZ file:
```
39
Properties=species:S:1:pos:R:3:mulliken_charge:R:1
Re 0.257 -0.570 -1.411 1.594
O 2.215 -0.802 -1.543 -0.574
C 3.089 -1.071 -0.630 0.044
C 2.863 -1.090 0.733 0.423
C 3.980 -1.202 1.605 -0.599
C 3.765 -1.200 2.938 -0.392
C 2.468 -1.143 3.478 -0.331
C 1.376 -1.052 2.651 -0.700
C 1.555 -0.988 1.271 0.821
O 0.483 -0.837 0.503 -0.730
N 4.925 -1.260 3.854 1.015
O 6.022 -1.240 3.346 -0.573
O 4.674 -1.314 5.034 -0.568
H 4.090 -1.290 -0.994 0.486
H 4.992 -1.272 1.222 0.546
H 2.354 -1.167 4.554 0.530
H 0.370 -1.024 3.048 0.499
C 0.704 3.875 -2.066 -1.033
S 0.709 2.520 -0.928 0.595
C -0.622 2.990 0.148 -0.948
O 0.063 1.380 -1.817 -0.724
H -0.239 3.871 -2.612 0.349
H 1.552 3.765 -2.737 0.383
H 0.812 4.786 -1.474 0.458
H -0.325 3.885 0.697 0.478
H -0.785 2.169 0.846 0.305
H -1.511 3.175 -0.455 0.349
S -1.281 -1.720 -2.504 -0.159
C -2.910 -1.369 -1.990 0.688
C -3.821 -2.424 -2.015 -0.535
C -5.115 -2.192 -1.587 -0.569
C -5.495 -0.924 -1.162 -0.421
C -4.588 0.131 -1.166 -0.584
C -3.287 -0.084 -1.576 -0.181
H -3.517 -3.403 -2.363 0.440
H -5.834 -3.001 -1.592 0.397
H -6.512 -0.752 -0.836 0.405
H -4.909 1.119 -0.859 0.388
H -2.568 0.726 -1.612 0.429
```

Maximum force (eV/Å): 1.35
Charge: +2
Frontier orbital gap (spin up / spin down) (eV): 6.4 / 6.6
Spin multiplicity: 2
Lowest unoccupied orbital energy (spin up / spin down) (eV): -8.71 / -8.61
Expectation value of S²: 0.758
Highest occupied orbital energy (spin up / spin down) (eV): -15.2 / -15.2

---

4.
This record from OMol25 describes C15H15NSm as an isolated structure in a non-equilibrium geometry. The level of theory is wB97M-V/def2-TZVPD.

XYZ file:
```
32
Properties=species:S:1:pos:R:3:mulliken_charge:R:1
C -0.433 1.252 -4.136 -0.434
C 0.977 1.412 -3.912 -0.506
C 1.149 2.288 -2.790 -0.541
C -0.148 2.664 -2.316 -0.512
C -1.127 2.022 -3.143 -0.552
Sm -0.011 -0.195 -1.855 1.202
N -1.532 -1.605 -2.160 -0.542
C -0.353 -2.546 -2.519 -0.209
C 1.055 -2.062 -2.695 -0.931
H 2.101 2.659 -2.409 0.378
H 1.774 0.993 -4.527 0.395
H -0.354 3.362 -1.506 0.399
H -2.209 2.138 -3.064 0.361
H -0.892 0.685 -4.947 0.380
H 1.370 -2.072 -3.741 0.135
H -0.354 -3.369 -1.771 0.258
H -2.413 -2.107 -2.113 0.102
H 1.755 -2.562 -2.020 0.195
H -0.671 -3.014 -3.475 0.247
C 0.127 0.001 0.527 -0.638
C 0.034 -0.025 1.775 -0.235
C -0.010 -0.054 3.176 0.351
C -1.091 0.527 3.878 -0.544
C -1.047 0.609 5.267 -0.347
C 0.051 0.087 5.971 -0.386
C 1.098 -0.544 5.278 -0.372
C 1.065 -0.628 3.890 -0.442
H -1.943 0.917 3.317 0.387
H -1.868 1.087 5.805 0.337
H 0.090 0.168 7.056 0.341
H 1.944 -0.966 5.823 0.336
H 1.867 -1.120 3.335 0.387
```

Maximum force (eV/Å): 3.95
Charge: -1
Frontier orbital gap (spin up / spin down) (eV): 6.9 / 6.8
Spin multiplicity: 6
Lowest unoccupied orbital energy (spin up / spin down) (eV): 3.02 / 3.02
Expectation value of S²: 8.766
Highest occupied orbital energy (spin up / spin down) (eV): -3.9 / -3.8

---

5.
This record from OMol25 describes C15H16AlBCl40OP as an isolated structure in a non-equilibrium geometry. The level of theory is wB97M-V/def2-TZVPD.

XYZ file:
```
75
Properties=species:S:1:pos:R:3:mulliken_charge:R:1
C -2.354 -0.485 1.180 -0.145
C -1.719 -0.781 -0.326 0.213
P -0.755 -2.428 -0.385 0.135
C -1.970 -3.859 -0.734 -0.681
C -3.444 -3.705 -0.012 -0.239
Al 0.508 -2.749 1.534 0.088
B -0.310 -4.027 2.921 0.409
C -0.376 -5.646 2.493 -0.301
O -0.782 -3.515 4.249 -0.430
H -3.539 -0.509 1.091 0.136
H -1.964 0.574 1.562 0.123
H -2.024 -1.289 1.984 -0.196
H -0.963 0.102 -0.546 -0.562
H -2.578 -0.841 -1.120 0.389
H -1.564 -4.929 -0.489 0.360
H -2.179 -3.852 -1.909 0.317
H -3.417 -3.165 1.026 -0.199
H -3.894 -4.806 0.048 0.221
H -4.171 -3.105 -0.718 0.254
H 0.739 -1.313 2.183 -0.356
H 1.984 -3.317 1.218 -0.266
H 0.727 -6.044 2.273 -0.172
H -0.935 -5.670 1.462 0.101
H -0.955 -6.292 3.278 0.164
H -1.462 -4.140 4.643 0.168
C -5.165 -2.470 4.044 0.155
Cl -4.226 -3.964 3.796 -0.069
Cl -6.121 -2.611 5.540 -0.081
Cl -4.051 -1.085 4.178 -0.059
Cl -6.259 -2.220 2.660 -0.006
C 3.172 -1.067 -2.090 0.230
Cl 4.468 -2.129 -1.482 -0.129
Cl 3.257 -0.985 -3.868 -0.164
Cl 1.590 -1.723 -1.600 -0.225
Cl 3.375 0.567 -1.409 -0.109
C 5.468 3.812 -3.491 0.314
Cl 4.496 4.981 -4.421 -0.077
Cl 4.677 2.216 -3.533 0.019
Cl 7.094 3.688 -4.208 -0.149
Cl 5.604 4.363 -1.802 -0.103
C 1.291 7.435 -2.634 0.286
Cl 2.586 6.374 -2.026 -0.023
Cl 1.375 7.517 -4.412 -0.125
Cl -0.292 6.780 -2.144 -0.067
Cl 1.493 9.069 -1.954 -0.099
C -7.988 -4.299 -0.156 0.303
Cl -6.863 -4.991 1.040 -0.029
Cl -8.058 -2.530 0.049 -0.107
Cl -7.419 -4.684 -1.800 -0.091
Cl -9.612 -4.989 0.088 -0.105
C 3.312 -8.431 3.120 0.324
Cl 3.971 -9.498 1.854 -0.110
Cl 1.669 -8.967 3.552 -0.097
Cl 4.358 -8.503 4.561 -0.111
Cl 3.250 -6.757 2.514 -0.042
C 2.542 12.791 -4.117 0.315
Cl 1.571 13.960 -5.046 -0.106
Cl 1.752 11.195 -4.159 -0.006
Cl 4.169 12.668 -4.834 -0.094
Cl 2.678 13.342 -2.428 -0.108
C 7.576 6.560 -7.582 0.270
Cl 6.664 8.087 -7.482 -0.102
Cl 7.245 5.772 -9.146 -0.106
Cl 9.319 6.900 -7.446 -0.115
Cl 7.075 5.481 -6.256 0.029
C 0.174 3.091 -0.552 0.200
Cl 0.839 1.699 0.339 -0.026
Cl -1.377 2.632 -1.298 -0.090
Cl -0.086 4.447 0.574 -0.115
Cl 1.321 3.586 -1.823 0.027
C -2.903 -2.263 8.078 0.263
Cl -1.778 -2.955 9.273 -0.123
Cl -2.973 -0.495 8.282 -0.115
Cl -2.335 -2.649 6.434 0.131
Cl -4.528 -2.954 8.322 -0.115
```

Maximum force (eV/Å): 3.15
Charge: -1
Frontier orbital gap (eV): 5.0
Lowest unoccupied orbital energy (eV): 1.13
Highest occupied orbital energy (eV): -3.9

---

6.
This record from OMol25 describes C15H16BHfN2O2S2Si as an isolated structure. The level of theory is wB97M-V/def2-TZVPD.

XYZ file:
```
40
Properties=species:S:1:pos:R:3:mulliken_charge:R:1
Hf -1.479 1.561 0.220 0.643
C 3.028 -2.015 -1.122 -1.002
Si 2.082 -1.435 -2.618 0.133
C 2.695 0.197 -3.267 -0.994
C 2.144 -2.733 -3.954 -1.084
C 0.228 -1.231 -2.164 0.234
C -0.747 -1.978 -2.817 0.040
C -2.112 -1.855 -2.539 -0.837
C -2.502 -0.949 -1.595 -0.221
N -1.582 -0.213 -0.936 -0.224
C -0.253 -0.340 -1.196 0.478
S 0.794 0.716 -0.222 -0.385
H 4.060 -2.228 -1.410 0.352
H 2.603 -2.935 -0.716 0.347
H 3.055 -1.270 -0.327 0.329
H 3.730 0.089 -3.601 0.348
H 2.670 0.981 -2.511 0.321
H 2.105 0.527 -4.124 0.345
H 3.183 -2.866 -4.262 0.313
H 1.583 -2.442 -4.844 0.329
H 1.782 -3.705 -3.613 0.332
H -0.442 -2.691 -3.572 0.403
H -2.847 -2.451 -3.059 0.430
H -3.537 -0.776 -1.331 0.516
O -1.115 1.536 2.394 -0.098
B -2.570 1.306 2.299 0.537
O -3.072 1.241 3.556 -0.564
C -2.019 1.431 4.444 0.917
C -2.070 1.449 5.817 -0.744
C -0.863 1.666 6.476 -0.538
C 0.330 1.852 5.783 -0.618
C 0.370 1.830 4.391 -0.806
C -0.832 1.619 3.764 0.509
H -2.999 1.304 6.348 0.455
H -0.853 1.690 7.557 0.399
H 1.244 2.018 6.334 0.402
H 1.289 1.970 3.840 0.430
S -2.671 3.267 -3.861 -0.309
C -2.328 3.030 -2.366 0.760
N -2.081 2.830 -1.199 -0.877
```

Maximum force (eV/Å): 0.68
Charge: +1
Frontier orbital gap (eV): 8.2
Lowest unoccupied orbital energy (eV): -3.93
Highest occupied orbital energy (eV): -12.2